1.
{"formula": "C25H53N3O11", "method": "ωB97M-V/def2-TZVPD", "energy_ev": -53767.484, "charge": 1, "spin_multiplicity": 2, "s2": 0.7761, "lumo_ev": [-3.84, -8.73], "gap_ev": [7.2, 2.3], "symbols": ["C", "O", "N", "C", "C", "H", "H", "H", "H", "H", "H", "H", "C", "O", "N", "C", "C", "H", "H", "H", "H", "H", "H", "H", "C", "O", "N", "C", "C", "H", "H", "H", "H", "H", "H", "H", "O", "C", "O", "C", "C", "C", "H", "H", "H", "H", "H", "H", "H", "H", "O", "C", "O", "C", "C", "C", "H", "H", "H", "H", "H", "H", "H", "H", "O", "C", "O", "C", "C", "C", "H", "H", "H", "H", "H", "H", "H", "H", "O", "C", "O", "C", "C", "C", "H", "H", "H", "H", "H", "H", "H", "H"], "coordinates": [[-0.0132, 13.5676, 16.7884], [-0.5539, 14.4776, 16.1546], [-0.1594, 12.2597, 16.5023], [0.5357, 11.2177, 17.2753], [-1.1883, 11.7332, 15.6602], [0.8023, 13.7410, 17.5075], [-0.1464, 10.6621, 17.9189], [1.3423, 11.6614, 17.8590], [0.9463, 10.5023, 16.5628], [-1.3707, 12.5284, 14.9373], [-0.8335, 10.8669, 15.1019], [-2.2271, 11.6364, 15.9759], [-9.4892, 21.0406, 17.9561], [-10.3867, 21.7177, 17.5194], [-8.2764, 21.1237, 17.4789], [-7.8767, 22.0823, 16.4329], [-7.1568, 20.4727, 18.1900], [-9.5700, 20.2618, 18.7301], [-8.6971, 22.6690, 16.0195], [-7.2433, 21.7157, 15.6252], [-7.1860, 22.7952, 16.8833], [-6.4593, 21.1223, 18.7187], [-7.5915, 19.7618, 18.8927], [-6.6859, 19.8400, 17.4376], [-6.9435, 19.3885, 21.5154], [-5.8099, 19.5015, 21.0624], [-7.7056, 18.2371, 21.4487], [-8.9828, 18.1993, 22.1557], [-7.3365, 17.1095, 20.6078], [-7.4719, 20.1134, 22.1538], [-9.0551, 18.9435, 22.9488], [-9.0642, 17.2235, 22.6344], [-9.7431, 18.2872, 21.3796], [-7.2715, 16.2857, 21.3186], [-8.0530, 16.9430, 19.8035], [-6.3678, 17.2097, 20.1181], [-1.5373, 15.1872, 20.6888], [-2.6513, 14.7514, 20.9035], [-3.6909, 15.5416, 21.4317], [-3.5015, 16.9598, 21.6599], [-3.3198, 17.2355, 23.1522], [-2.9030, 13.2660, 20.8092], [-4.3764, 17.4987, 21.2964], [-2.7035, 17.3279, 21.0151], [-3.3165, 18.2951, 23.4076], [-2.4581, 16.7479, 23.6081], [-4.2469, 16.8866, 23.6070], [-3.4008, 12.9327, 19.8986], [-3.5438, 13.0306, 21.6590], [-1.8904, 12.9078, 20.9945], [-6.7882, 13.4149, 14.2505], [-7.2893, 12.3705, 13.8599], [-6.5311, 11.2908, 13.6124], [-5.1418, 11.2721, 13.9645], [-4.3478, 12.0843, 12.9660], [-8.7155, 12.3045, 13.4765], [-4.8314, 10.2297, 13.8925], [-4.8950, 11.5812, 14.9802], [-4.6502, 11.7772, 11.9649], [-3.2958, 11.9122, 13.1935], [-4.4483, 13.1629, 13.0870], [-9.2425, 11.6838, 14.2012], [-8.7638, 11.8854, 12.4714], [-9.2476, 13.2523, 13.5587], [-4.7696, 14.8004, 18.3307], [-4.3834, 15.1239, 17.2631], [-4.6239, 16.2624, 16.6049], [-5.4136, 17.3920, 17.0809], [-6.8562, 16.9093, 17.2043], [-3.6138, 14.0948, 16.4595], [-5.4721, 18.1271, 16.2783], [-4.9966, 17.8381, 17.9838], [-7.4550, 17.7018, 17.6531], [-6.9121, 16.0545, 17.8783], [-7.3141, 16.7104, 16.2353], [-2.8655, 13.6712, 17.1294], [-3.0872, 14.6244, 15.6655], [-4.2777, 13.3772, 15.9775], [-6.2431, 18.7491, 13.7733], [-5.9498, 17.5975, 13.4695], [-4.7116, 17.0101, 13.6192], [-3.6013, 17.8159, 13.9315], [-2.2577, 17.1324, 13.6128], [-7.0483, 16.6207, 13.0343], [-3.5648, 18.2975, 14.9086], [-3.5700, 18.7441, 13.3609], [-2.2766, 16.7661, 12.5863], [-2.1096, 16.2934, 14.2927], [-1.4373, 17.8440, 13.7050], [-7.1641, 16.7589, 11.9593], [-7.9571, 16.9142, 13.5597], [-6.7144, 15.6338, 13.3546]], "atomic_forces_ev_per_a": [[0.2632, 1.0288, -1.7754], [0.2389, -0.8536, 1.0857], [-0.2214, -1.6727, 1.7715], [-0.0304, 0.4819, -0.3378], [-0.3816, 1.5328, -2.1582], [-0.2519, 0.1196, 0.2092], [-0.0720, 0.1456, 0.1565], [-0.0724, -0.0952, 0.0044], [0.2033, 0.0160, 0.0637], [0.2879, 0.0267, -0.5736], [-0.1154, -0.0854, 0.2704], [0.2514, -0.6332, 1.2397], [-1.5006, 0.5857, -0.3987], [-1.1771, -0.1290, 0.4404], [3.9852, 0.0575, -0.4798], [0.4824, 0.8612, 0.4558], [-1.1629, -0.7027, -1.1682], [-0.3622, -0.0113, 0.3219], [-0.1667, -0.5161, 0.2569], [-0.4823, -0.9859, -0.0174], [-0.1346, 0.3148, 0.3829], [-0.0652, 0.2632, -0.2554], [-0.0730, 0.0733, 0.2023], [0.6911, 0.2383, 0.1912], [1.5692, 0.9642, 0.7470], [-1.9479, -0.4305, 0.2806], [-0.2339, -0.5543, -0.9778], [0.6258, -0.4898, 0.0719], [0.6759, 0.0409, 0.4175], [0.4552, 0.3774, -0.3310], [0.0570, 0.2385, -0.4267], [-0.1205, -0.1493, -0.1922], [-0.3512, 0.1058, 0.1315], [-0.2210, -0.5191, -0.3036], [-0.4822, -0.1008, 0.2948], [0.0377, 0.4475, 0.3209], [-1.5062, 0.2159, 0.0825], [0.9219, 1.5555, 0.3477], [0.4063, -0.8213, -0.6215], [0.9427, -0.1328, -0.2419], [-0.7073, -0.0728, -0.2542], [-0.4772, 0.9484, 1.0130], [-0.3289, -0.3824, 0.0353], [0.3647, -0.1784, 0.2801], [0.3539, 0.1527, -0.3736], [-0.0958, -0.0247, -0.1913], [0.1330, -0.3982, 0.3994], [0.3226, 0.1768, -0.0365], [-0.0390, -0.3681, -0.0540], [-0.3351, -0.6558, -0.4209], [-0.1976, -0.7420, 0.3759], [1.9128, 2.1791, 0.0159], [-1.2220, -0.6346, 0.5422], [0.5438, 0.3649, -0.4866], [0.2835, 0.2211, 0.4315], [-0.6537, -0.7935, 0.1741], [-0.3349, -0.0495, -0.0909], [-0.7052, 0.2051, 0.1470], [0.4358, 0.0881, -0.0698], [0.1867, -0.3219, -0.5091], [-0.4774, -0.0636, -0.0307], [0.0055, -0.5549, -0.2772], [-0.4007, -0.0991, 0.1192], [0.6597, 0.1826, -0.2861], [-1.2797, 0.6224, 2.9266], [0.3321, -1.0304, -2.1172], [0.4703, 1.1167, -0.4568], [-0.9541, -1.4942, -0.4349], [-0.1084, 0.3538, 0.8599], [0.5580, 1.5442, -0.7377], [0.8803, -0.0420, -0.0631], [0.0865, -0.2014, 0.0785], [-0.1470, 0.2014, -0.0089], [-0.0800, -0.2185, -0.2907], [0.2646, -0.2689, 0.0460], [-0.2917, -0.2620, -0.1621], [0.1618, -0.2693, -0.0526], [-0.1240, -0.0107, 0.4020], [1.3777, -1.3135, -0.3565], [-0.7018, 0.6905, 1.1144], [-1.4875, 0.3709, -0.3224], [1.9682, 1.9407, -0.5791], [-1.1402, -0.4469, 0.3100], [1.4606, 0.4881, 0.5792], [-0.5504, -0.9530, 0.7043], [-0.6636, -0.0789, -0.7710], [0.0391, -0.0469, 0.0120], [0.2981, -0.0335, -0.0787], [-0.1203, -0.0112, 0.1514], [-0.1352, -0.4226, 0.0179], [0.0516, -0.0143, -0.2034], [-0.3548, -0.1973, -0.5073]]}

---

2.
{"formula": "C21H36N8O2S", "method": "ωB97M-V/def2-TZVPD", "energy_ev": -49185.270, "lumo_ev": -0.23, "gap_ev": 8.0, "symbols": ["C", "C", "N", "H", "H", "H", "C", "C", "N", "H", "H", "H", "C", "C", "N", "H", "H", "H", "C", "C", "N", "H", "H", "H", "C", "C", "N", "H", "H", "H", "C", "C", "N", "H", "H", "H", "C", "C", "N", "H", "H", "H", "C", "C", "N", "H", "H", "H", "C", "S", "O", "C", "H", "H", "H", "H", "H", "H", "C", "C", "O", "C", "H", "H", "H", "H", "H", "H"], "coordinates": [[1.8011, -3.0073, 2.0541], [2.4851, -1.7702, 1.7905], [3.0153, -0.7753, 1.5909], [2.0511, -3.7028, 1.2529], [0.7229, -2.9004, 1.9354], [1.9063, -3.3149, 3.0945], [-1.2910, -1.3743, -3.0523], [-2.3122, -1.3747, -2.0159], [-3.0701, -1.3254, -1.1783], [-1.5387, -0.5611, -3.7346], [-1.4465, -2.2139, -3.7297], [-0.2526, -1.3555, -2.7214], [2.8979, 0.7550, -0.2342], [2.8963, 1.5113, 0.9388], [2.9120, 2.1801, 1.9253], [2.7157, -0.3070, -0.0693], [3.8096, 0.8196, -0.8281], [2.1772, 1.1193, -0.9662], [0.0535, -3.1031, 0.1692], [0.5652, -2.7636, -1.1640], [0.9416, -2.5228, -2.2204], [0.9400, -3.3951, 0.7322], [-0.5358, -4.0104, 0.0363], [-0.3939, -2.3308, 0.7948], [-1.2898, 2.2658, 2.4243], [-2.4358, 3.1509, 2.7594], [-3.3355, 3.8332, 2.9446], [-1.5985, 1.2232, 2.3482], [-0.4774, 2.3659, 3.1441], [-0.9517, 2.5396, 1.4249], [-1.6425, 2.2730, -1.9467], [-1.4049, 1.6794, -3.3090], [-1.0997, 1.1776, -4.2760], [-1.1445, 3.2392, -1.8653], [-1.2941, 1.5005, -1.2612], [-2.7006, 2.5300, -1.8976], [2.3525, 0.1791, 3.6363], [1.0922, 0.0771, 4.3932], [0.1818, 0.0285, 5.0192], [2.7565, 1.0442, 4.1621], [2.1782, 0.4406, 2.5926], [3.0451, -0.6015, 3.9510], [-4.5634, 1.3194, 0.9893], [-3.3381, 1.9092, 0.4961], [-2.3002, 2.3064, 0.1340], [-5.4002, 2.0000, 0.8319], [-4.6247, 0.7282, 1.9030], [-4.8446, 0.6784, 0.1538], [2.4957, -0.9778, -3.6611], [2.2506, 0.7341, -2.8793], [1.9781, 1.6132, -4.0746], [0.5373, 0.2845, -2.1610], [3.3846, -0.9270, -4.2900], [1.6824, -1.2304, -4.3414], [2.6900, -1.7033, -2.8712], [0.6078, -0.5713, -1.4897], [-0.1929, 0.2346, -2.9688], [0.2293, 1.0959, -1.5016], [-1.2573, -0.2157, -0.2757], [0.0831, 0.1039, 0.3064], [1.0650, 0.3439, -0.4079], [0.2302, 0.0693, 1.8091], [-1.7814, -0.7991, 0.4814], [-1.0425, -0.9920, -1.0101], [-1.8771, 0.6353, -0.5581], [1.1774, -0.3025, 2.1998], [-0.5063, -0.5941, 2.2626], [0.0356, 1.0337, 2.2782]], "atomic_forces_ev_per_a": [[0.1717, 0.2146, 2.2407], [0.5758, -0.7683, -0.5597], [1.7023, -3.1527, 0.3297], [1.4081, -0.6503, 1.2806], [0.8978, 0.7618, 1.8123], [0.8028, -0.4056, -0.1253], [-2.0482, -1.3306, -1.8771], [0.3732, -1.2185, -3.3553], [-3.5591, -0.9144, 0.7207], [0.1376, -0.1834, 0.2943], [-0.0413, -0.5970, 0.3462], [-1.7461, -0.3072, -0.5997], [5.0097, 0.8483, -2.8949], [0.7523, 4.0072, 4.3705], [-0.2174, -1.9226, -4.1691], [0.8822, 1.0417, -0.8469], [1.2098, 0.4708, 0.7520], [2.8064, 1.5653, 0.8934], [0.3497, -1.1115, -1.9490], [-0.4757, -0.2678, 0.8356], [0.2784, -1.8932, 0.9528], [-2.0674, -0.4569, -2.7756], [-0.5012, 0.2359, 0.2461], [-0.4883, 0.0075, -0.8855], [-0.8346, 1.2645, 0.8460], [1.0972, -0.6127, -0.0438], [-0.3676, 0.2226, 0.2048], [-0.5513, 0.5875, 0.4489], [-0.2835, 0.1867, 0.2964], [0.3072, 0.1970, 0.6127], [-0.0289, 0.0311, -3.7916], [-0.7964, 2.8425, 1.9020], [-0.4309, 0.1081, -2.6543], [0.4359, -0.3159, 0.0844], [-0.1364, 1.7637, -1.5113], [0.1829, -0.4444, -0.0698], [-0.3145, 1.7197, 3.7878], [5.4918, -0.2363, -3.2823], [-5.3287, -0.2967, 3.3801], [0.4385, 0.4152, -0.3916], [1.0632, 0.3327, 2.1532], [-0.2991, -0.2023, -0.5609], [-1.2251, -0.2775, -1.9917], [2.0933, 0.9699, 0.2970], [-4.5221, 0.1468, 2.6353], [0.1876, 0.5881, 0.9245], [0.5535, 0.5514, 0.0411], [0.1752, -0.9110, 0.0376], [0.9906, 1.0303, 0.1863], [-1.7528, -1.6004, -4.0478], [0.1903, -0.1966, 1.0567], [-0.5484, 1.1395, -5.5636], [0.1762, 0.4874, 0.1178], [-0.2453, 0.0570, 0.4922], [-0.0733, 0.2345, -0.4379], [-0.3270, -0.2864, -3.6026], [2.3574, 0.0048, 0.2118], [-0.2123, 0.5465, -2.8717], [1.9930, -0.7477, 2.4032], [0.7141, 1.0039, 1.2833], [-5.5735, -2.2671, 13.3778], [-0.3292, -1.2152, -0.1414], [-0.3017, 0.3884, 0.1549], [0.6549, 1.3636, 0.9330], [0.3076, -1.8479, 0.2509], [-1.7757, 0.1885, -1.4331], [-0.4587, 0.0030, -0.0910], [1.0934, -0.8900, -0.6699]]}

---

3.
{"formula": "C20H26FN5O3", "method": "ωB97M-V/def2-TZVPD", "energy_ev": -37472.244, "smiles": "C[C@@H]1CN(C(=O)c2n[nH]cc2-c2ccncc2)CC[C@@H]1N(C)C(=O)COCCF", "lumo_ev": 0.56, "gap_ev": 9.6, "symbols": ["C", "C", "C", "N", "C", "O", "C", "N", "N", "C", "C", "C", "C", "C", "N", "C", "C", "C", "C", "C", "N", "C", "C", "O", "C", "O", "C", "C", "F", "H", "H", "H", "H", "H", "H", "H", "H", "H", "H", "H", "H", "H", "H", "H", "H", "H", "H", "H", "H", "H", "H", "H", "H", "H", "H"], "coordinates": [[2.5691, 0.1145, 1.6912], [1.4875, 0.0810, 0.6198], [0.6700, 1.3695, 0.6499], [-0.2787, 1.3633, -0.4537], [0.0140, 2.0394, -1.5883], [0.9835, 2.7733, -1.7062], [-0.8946, 1.8122, -2.7619], [-1.9145, 2.6111, -3.0082], [-2.4540, 2.1285, -4.1373], [-1.8119, 1.0434, -4.6089], [-0.7762, 0.7905, -3.7378], [0.1916, -0.3117, -3.7631], [-0.1769, -1.5883, -4.1808], [0.7525, -2.6138, -4.1243], [1.9989, -2.4601, -3.6834], [2.3513, -1.2344, -3.3018], [1.5028, -0.1383, -3.3255], [-1.2911, 0.3309, -0.3332], [-0.6322, -1.0543, -0.2712], [0.6177, -1.2027, 0.6267], [0.3974, -1.8349, 1.9553], [1.4477, -2.7740, 2.3554], [-0.2797, -1.3100, 3.0270], [0.1288, -1.4543, 4.1698], [-1.6453, -0.6649, 2.8249], [-1.6209, 0.7429, 2.9343], [-1.4666, 1.2254, 4.2615], [-1.2451, 2.7070, 4.1919], [0.0184, 2.9712, 3.6710], [2.1508, 0.0140, 2.6950], [3.3091, -0.6727, 1.5443], [3.0948, 1.0695, 1.6469], [1.9816, 0.0752, -0.3598], [0.1251, 1.4829, 1.5878], [1.3301, 2.2235, 0.5224], [-3.2395, 2.6062, -4.5416], [-2.1106, 0.5517, -5.5195], [-1.1867, -1.7919, -4.5144], [0.4757, -3.6147, -4.4382], [3.3736, -1.1170, -2.9575], [1.8594, 0.8349, -3.0135], [-1.8856, 0.5617, 0.5499], [-1.9609, 0.3696, -1.1898], [-1.3642, -1.8178, -0.0004], [-0.3070, -1.2863, -1.2880], [1.2228, -1.9594, 0.1265], [1.0539, -3.4355, 3.1227], [1.7342, -3.3607, 1.4842], [2.3291, -2.2833, 2.7683], [-2.0683, -0.9053, 1.8559], [-2.2895, -1.1004, 3.5970], [-2.3770, 1.0210, 4.8408], [-0.6234, 0.7427, 4.7595], [-1.9777, 3.1838, 3.5389], [-1.2934, 3.1461, 5.1895]], "atomic_forces_ev_per_a": [[0.0204, 0.0194, 0.0075], [0.0450, 0.0411, 0.0009], [0.0289, -0.0295, -0.0124], [-0.0290, 0.0239, -0.0207], [0.0648, 0.0022, 0.0107], [-0.0242, -0.0039, 0.0058], [-0.0383, 0.0024, -0.0063], [0.0070, -0.0092, -0.0057], [0.0062, 0.0297, 0.0178], [-0.0083, -0.0124, -0.0150], [0.0137, 0.0017, 0.0167], [0.0041, -0.0045, -0.0293], [-0.0051, -0.0045, 0.0079], [-0.0188, -0.0092, -0.0130], [0.0130, -0.0144, 0.0012], [0.0120, 0.0161, 0.0108], [0.0066, 0.0058, -0.0043], [-0.0060, -0.0483, 0.0057], [-0.0230, 0.0371, 0.0384], [-0.1534, -0.1446, -0.0681], [0.2019, 0.1390, 0.0619], [0.0180, -0.0142, -0.0025], [0.0303, 0.0945, -0.0157], [-0.0928, -0.1265, 0.0052], [-0.0129, 0.0316, 0.0012], [0.0085, 0.0105, 0.0007], [-0.0290, -0.0187, -0.0065], [0.0074, 0.0119, -0.0009], [0.0196, 0.0153, -0.0103], [-0.0008, 0.0202, -0.0145], [-0.0202, -0.0238, 0.0157], [0.0048, -0.0039, -0.0028], [-0.0138, -0.0028, 0.0007], [-0.0153, 0.0028, -0.0140], [-0.0151, 0.0145, 0.0278], [0.0020, -0.0123, -0.0107], [-0.0077, 0.0015, 0.0014], [-0.0002, 0.0063, -0.0001], [0.0067, 0.0062, 0.0040], [-0.0065, -0.0049, -0.0028], [-0.0065, 0.0054, 0.0027], [0.0126, -0.0097, 0.0216], [-0.0029, 0.0150, 0.0021], [-0.0070, -0.0016, -0.0143], [0.0162, -0.0152, 0.0182], [-0.0213, -0.0025, -0.0018], [-0.0017, -0.0162, -0.0016], [0.0104, 0.0031, 0.0094], [-0.0053, -0.0137, -0.0043], [-0.0024, -0.0006, -0.0292], [0.0126, -0.0015, -0.0010], [0.0080, -0.0075, 0.0049], [0.0012, -0.0032, 0.0011], [-0.0046, 0.0038, -0.0025], [-0.0099, -0.0014, 0.0085]]}